Entry 1:
This record from the Open Molecules 2025 dataset describes a cluster of 8 separate species, C31H65B2Br2F3N7O8 in total. The level of theory is wB97M-V/def2-TZVPD.

Computed properties:
HOMO level (hartree): -0.1527
Orbital gap (Ha): 0.211
Charge: -1

XYZ file:
```
118
C31H65B2Br2F3N7O8, DFT wB97M-V/def2-TZVPD
C 6.31351 1.60732 1.22574
C 5.15397 2.26943 0.71882
C 3.77077 3.13660 0.35142
B 3.78606 3.46355 -1.24854
C 4.70379 4.85967 -1.41542
C 3.98657 6.20037 -0.81087
C 2.34207 3.68440 -1.97786
C 1.26809 2.44949 -1.88819
C 0.33536 2.34452 -0.58230
F -1.10018 2.31737 -1.06885
Br 0.34779 3.98302 0.63552
C 0.47185 1.06957 0.40316
F 0.55418 1.55602 1.83210
F -0.81315 0.27355 0.36643
Br 1.94688 -0.21189 0.14176
B 4.74392 2.27504 -1.95821
C 6.27089 2.64289 -2.55132
O 4.37038 0.85149 -2.07154
H 7.25706 1.27850 1.84208
H 2.87476 2.49823 0.74190
H 3.81800 4.09690 1.05794
H 4.95788 5.09628 -2.54607
H 5.68268 4.68829 -0.75394
H 3.42472 6.06080 0.20442
H 4.74261 7.10535 -0.68139
H 3.17474 6.59313 -1.59242
H 2.59710 3.76919 -3.14498
H 1.82429 4.73682 -1.75019
H 1.85558 1.47211 -2.20929
H 0.54204 2.63856 -2.82217
H 6.85763 3.05997 -1.59976
H 6.25465 3.48625 -3.36113
H 6.82300 1.66045 -2.86344
H 4.31807 0.69244 -3.07858
C 1.33601 -4.86091 -3.18326
C 1.72325 -3.67544 -2.34470
O 2.42792 -2.76851 -2.78233
N 1.26973 -3.62042 -1.06045
C 0.43919 -4.57409 -0.36408
H 1.77319 -4.76078 -4.18091
H 1.71665 -5.78025 -2.73029
H 0.24870 -4.90772 -3.28608
H 1.57307 -2.79232 -0.56144
H -0.46748 -4.05896 -0.03764
H 0.98826 -4.92424 0.51347
H 0.16932 -5.42626 -0.98897
C -4.73454 -5.63229 -0.20422
C -3.54043 -4.90286 -0.75238
O -2.54164 -5.49538 -1.15480
N -3.58352 -3.54119 -0.79750
C -4.65255 -2.66626 -0.37815
H -4.54921 -6.70990 -0.23369
H -4.90716 -5.34003 0.83503
H -5.61670 -5.41709 -0.81292
H -2.74252 -3.12415 -1.17904
H -4.96422 -2.07406 -1.24195
H -4.26060 -1.99770 0.39228
H -5.50910 -3.21421 0.01631
C -8.99863 -2.34161 -1.45136
C -8.39726 -3.69445 -1.19321
O -7.25107 -3.82947 -0.77060
N -9.16130 -4.79578 -1.44089
C -10.51687 -4.85077 -1.93445
H -8.26841 -1.56482 -1.20673
H -9.26425 -2.24535 -2.50750
H -9.88019 -2.19726 -0.82126
H -8.68606 -5.66845 -1.24246
H -11.12610 -5.37446 -1.19379
H -10.51527 -5.42209 -2.86599
H -10.93500 -3.85986 -2.11548
C -0.36447 -2.28486 5.54844
C 0.18307 -1.26882 4.58598
O 1.30854 -0.79109 4.71126
N -0.60695 -0.87610 3.54691
C -1.94510 -1.31300 3.22650
H 0.38140 -2.49558 6.32028
H -1.26285 -1.89449 6.03400
H -0.58903 -3.21629 5.02211
H -0.16767 -0.19043 2.94386
H -1.92886 -1.74677 2.22372
H -2.59705 -0.43600 3.22723
H -2.32419 -2.04941 3.93608
C 9.82541 6.54984 -0.44300
C 8.34758 6.72781 -0.64986
O 7.63052 5.81537 -1.05470
N 7.80179 7.94618 -0.37474
C 8.46530 9.13518 0.10509
H 10.11003 5.52662 -0.70470
H 10.37917 7.23771 -1.08754
H 10.07998 6.72119 0.60621
H 6.80270 7.98621 -0.53907
H 8.00577 9.41973 1.05474
H 8.30250 9.93190 -0.62492
H 9.53608 8.98574 0.24862
C -9.46412 -1.04312 -6.35086
C -8.78140 -2.08451 -5.50950
O -9.41196 -2.92769 -4.87545
N -7.41923 -2.07922 -5.45954
C -6.50378 -1.18244 -6.12432
H -10.54796 -1.17709 -6.28921
H -9.21833 -0.04373 -5.98200
H -9.16218 -1.14926 -7.39612
H -7.03500 -2.81041 -4.87259
H -5.84763 -1.77966 -6.76211
H -5.90336 -0.68331 -5.35977
H -7.01822 -0.43478 -6.72920
C 1.63588 -0.56199 8.08877
C 2.31860 -1.60338 8.93012
O 1.68804 -2.44656 9.56417
N 3.68077 -1.59809 8.98008
C 4.59622 -0.70131 8.31530
H 0.55204 -0.69596 8.15041
H 1.88167 0.43741 8.45762
H 1.93782 -0.66813 7.04350
H 4.06500 -2.32928 9.56703
H 5.25237 -1.29852 7.67752
H 5.19664 -0.20218 9.07985
H 4.08178 0.04635 7.71042
```

Entry 2:
This record from the Open Molecules 2025 dataset describes a cluster of 3 separate species, C31H65ClNO2 in total. The level of theory is wB97M-V/def2-TZVPD.

Computed properties:
HOMO level (alpha / beta) (hartree): -0.3044 / -0.3443
⟨S²⟩: 0.75
Orbital gap (alpha / beta) (Ha): 0.325 / 0.365
Spin multiplicity: 2

XYZ file:
```
100
C31H65ClNO2, DFT wB97M-V/def2-TZVPD
C 1.45175 0.01145 1.21992
O 1.33644 1.38936 1.01574
C 0.81763 1.76184 -0.23568
C -0.65380 1.44797 -0.44380
C -1.51300 1.39203 0.79975
C -2.35322 0.13343 0.97369
C -3.71534 0.43232 1.54971
C -3.99730 0.24100 3.00958
C -3.24259 1.16516 3.94066
C -2.02091 0.50550 4.55026
C -2.53861 -0.30472 5.71539
C -1.72298 -1.40094 6.37313
Cl -2.94126 -2.41553 7.22911
C -0.98137 -2.28326 5.43634
C -0.07828 -3.34433 6.06847
C 1.06603 -3.65401 5.12281
C -0.77180 -4.62856 6.27337
N 0.50362 -2.83414 7.36183
O 0.00834 -3.35319 8.43246
C 0.60142 -1.34892 7.48193
C 1.52617 -0.73362 6.47786
C 1.20942 -1.03527 8.82141
C -0.79077 -0.77897 7.41444
H 0.68296 -0.34743 1.87252
H 2.39691 -0.18986 1.66798
H 1.38046 -0.54250 0.30472
H 1.38574 1.26327 -0.99793
H 1.00484 2.80185 -0.34140
H -1.03328 2.22555 -1.06307
H -0.73619 0.55580 -1.02334
H -2.21935 2.18150 0.72977
H -0.92220 1.58440 1.67175
H -2.47937 -0.29104 0.00333
H -1.84213 -0.60454 1.54935
H -3.95390 1.44086 1.27849
H -4.42237 -0.18503 1.04027
H -3.81942 -0.77165 3.31498
H -5.04542 0.42016 3.11823
H -2.97644 2.03442 3.38133
H -3.86841 1.45403 4.75767
H -1.53425 -0.06206 3.79379
H -1.37054 1.26759 4.90994
H -3.49300 -0.71705 5.46242
H -2.72034 0.40992 6.48349
H -1.68791 -2.81998 4.84385
H -0.40965 -1.67913 4.78679
H 1.40409 -4.64729 5.30208
H 0.72862 -3.61711 4.10924
H 1.90159 -3.01269 5.27824
H -0.95438 -5.05222 5.31098
H -1.68898 -4.52704 6.80103
H -0.14210 -5.29523 6.81768
H 1.33488 0.31155 6.46564
H 2.54420 -0.87155 6.76794
H 1.37164 -1.06790 5.47939
H 0.51453 -1.15891 9.61585
H 1.63498 -0.05480 8.81220
H 2.00154 -1.72372 9.00217
H -1.22410 -0.89421 8.37214
H -0.71585 0.27031 7.23727
C -2.57226 1.43275 -3.86336
C -2.99008 0.25941 -4.74568
C -2.20336 -1.01755 -4.45771
C -0.69737 -0.90659 -4.69550
C -0.30233 -0.48916 -6.10965
C -0.74752 -1.47862 -7.18432
H -1.53074 1.71195 -4.02930
H -3.18310 2.31254 -4.06635
H -2.69015 1.17872 -2.80770
H -2.88957 0.53783 -5.79782
H -4.05088 0.05279 -4.58748
H -2.61215 -1.83140 -5.06200
H -2.36813 -1.30768 -3.41499
H -0.23741 -1.87339 -4.46931
H -0.26588 -0.19675 -3.98342
H 0.78612 -0.39476 -6.14838
H -0.70275 0.50269 -6.33713
H -0.33720 -2.47155 -6.99183
H -0.40541 -1.16322 -8.17057
H -1.83366 -1.56510 -7.22955
C 3.06208 0.37530 -8.33401
C 3.73911 0.87717 -7.06054
C 3.16244 2.19375 -6.54444
C 3.30751 3.37530 -7.50348
C 4.74360 3.68983 -7.91634
C 5.64337 4.07931 -6.74535
H 3.19522 1.06643 -9.16679
H 3.47486 -0.58648 -8.63901
H 1.99004 0.24419 -8.17237
H 4.81414 0.97630 -7.23093
H 3.62538 0.12295 -6.27768
H 3.63410 2.43775 -5.58875
H 2.09883 2.05257 -6.32609
H 2.87232 4.26108 -7.03101
H 2.71145 3.19291 -8.40149
H 4.72252 4.51149 -8.63581
H 5.17846 2.83662 -8.44347
H 5.24047 4.94567 -6.21761
H 6.64461 4.33644 -7.09139
H 5.74633 3.26560 -6.02659
```